Below is a 9-piece molecular cluster, C9H27N9O18 overall at a distorted geometry, with properties calculated with ωB97M-V/def2-TZVPD.

The calculation puts the orbital gap (alpha / beta) at 7.5 / 3.0 eV. The relative energy (zero: lowest compared OMol25 entry of this formula, charge and spin) comes out at 0.0 kJ/mol. The total charge is +1. Its spin multiplicity is 2.

Positions of all 63 atoms, in Å:
C -4.6452 -0.6197 1.7996
N -4.0047 -0.0077 2.9847
O -3.8754 1.2023 2.9060
O -3.4311 -0.8619 3.7503
H -3.9386 -1.2745 1.2896
H -5.0115 0.1759 1.1509
H -5.4758 -1.2068 2.1913
C -1.7577 3.3333 -3.2411
N -2.7139 2.3313 -2.6293
O -3.7513 2.0579 -3.1922
O -2.3934 1.7927 -1.5984
H -1.3061 3.8834 -2.4155
H -2.1873 4.0245 -3.9662
H -0.9407 2.7311 -3.6386
C 5.5347 -1.7471 0.1217
N 4.8951 -0.9489 -0.9767
O 3.6918 -0.8554 -0.8987
O 5.6507 -0.2146 -1.5922
H 5.5764 -1.1722 1.0468
H 6.5611 -2.0476 -0.0892
H 4.8891 -2.6153 0.2544
C -2.2291 4.1416 1.5237
N -3.6874 4.3694 1.7924
O -4.5096 4.0099 0.9557
O -3.9881 4.8537 2.8487
H -1.6639 3.7566 2.3725
H -1.7538 5.1035 1.3317
H -2.1527 3.5392 0.6185
C 1.3390 -1.7565 -3.5277
N 0.5206 -0.4947 -3.3521
O -0.7049 -0.6271 -3.5429
O 1.0820 0.5197 -3.0150
H 2.2685 -1.7172 -2.9596
H 1.5066 -1.8621 -4.5995
H 0.7194 -2.5182 -3.0545
C 0.3108 -0.4660 0.3430
N -0.7139 0.4705 0.7350
O -0.3560 1.5552 1.1489
O -1.8982 0.1346 0.6174
H 0.0818 -1.4036 0.8495
H 1.2786 -0.0270 0.5852
H 0.2305 -0.6033 -0.7353
C -3.4958 -1.8187 -1.9201
N -2.3562 -2.7429 -1.6549
O -1.7905 -3.1663 -2.6320
O -2.1027 -3.0068 -0.4684
H -3.6427 -1.0908 -1.1221
H -4.3111 -2.4595 -2.2559
H -3.1588 -1.1752 -2.7327
C 1.3069 -4.4478 1.7101
N 2.7120 -4.3149 2.2071
O 3.2580 -3.2729 1.9165
O 3.1419 -5.0641 3.0581
H 0.9112 -3.5098 1.3206
H 0.5959 -4.6413 2.5133
H 1.0886 -5.2303 0.9834
C 4.7335 2.9999 2.2749
N 3.9728 1.6922 2.0197
O 3.0793 1.7926 1.1634
O 4.3438 0.6547 2.6146
H 3.9738 3.6458 2.7150
H 5.0207 3.3624 1.2879
H 5.6728 2.8549 2.8084

The natural (NBO) scheme yields these atomic charges, measured in e: -0.493, 0.507, -0.265, -0.295, 0.240, 0.247, 0.254, -0.491, 0.551, -0.337, -0.446, 0.230, 0.251, 0.252, -0.495, 0.538, -0.413, -0.351, 0.252, 0.234, 0.236, -0.500, 0.530, -0.389, -0.344, 0.239, 0.241, 0.224, -0.493, 0.526, -0.416, -0.351, 0.245, 0.254, 0.238, -0.485, 0.515, -0.166, 0.024, 0.263, 0.316, 0.270, -0.498, 0.534, -0.315, -0.417, 0.224, 0.257, 0.259, -0.501, 0.529, -0.394, -0.333, 0.207, 0.245, 0.250, -0.480, 0.526, -0.401, -0.361, 0.240, 0.241, 0.243